# C30H90O30

A cluster of 15 separate species, C30H90O30 in total in a non-equilibrium geometry (ωB97M-V with the def2-TZVPD basis set, OMol25).

```
150
C30H90O30 | OMol25 | ωB97M-V with the def2-TZVPD basis set
C -5.032 -1.414 0.036
C -4.540 -2.672 -0.664
O -5.090 -3.858 -0.115
O -4.303 -1.401 1.220
H -6.073 -1.338 0.350
H -4.900 -0.528 -0.584
H -3.456 -2.751 -0.749
H -4.917 -2.587 -1.683
H -4.631 -3.976 0.720
H -4.488 -0.527 1.572
C -2.786 0.947 3.758
C -2.885 2.153 4.709
O -3.815 1.897 5.761
O -3.758 0.906 2.683
H -2.806 0.056 4.386
H -1.786 0.844 3.337
H -3.198 2.950 4.033
H -1.894 2.229 5.156
H -4.283 2.728 5.868
H -3.778 1.732 2.194
C 3.929 0.459 -3.195
C 4.336 -0.118 -4.601
O 5.144 -1.180 -4.295
O 2.630 0.173 -2.785
H 3.984 1.547 -3.226
H 4.630 0.121 -2.432
H 4.806 0.612 -5.260
H 3.428 -0.435 -5.115
H 5.548 -1.536 -5.090
H 2.483 0.787 -2.062
C -1.601 -4.049 -2.991
C -1.523 -4.944 -1.728
O -0.973 -6.198 -2.063
O -0.279 -3.595 -3.309
H -2.259 -3.181 -2.951
H -2.012 -4.619 -3.824
H -2.520 -5.049 -1.299
H -0.834 -4.553 -0.981
H -1.370 -6.886 -1.524
H -0.186 -2.640 -3.272
C -3.056 -4.317 2.732
C -3.625 -5.690 2.626
O -4.762 -5.700 1.779
O -2.628 -3.799 1.477
H -2.205 -4.371 3.411
H -3.809 -3.622 3.106
H -3.957 -6.068 3.592
H -2.814 -6.348 2.315
H -4.947 -6.627 1.609
H -2.848 -2.869 1.386
C 1.442 -4.140 1.947
C 0.527 -5.269 2.398
O -0.493 -5.544 1.385
O 0.826 -2.921 2.235
H 1.875 -4.402 0.982
H 2.312 -4.228 2.597
H 0.208 -5.024 3.411
H 1.221 -6.105 2.481
H -0.875 -4.690 1.172
H 0.488 -2.518 1.433
C 3.960 3.310 -0.229
C 4.031 4.152 1.033
O 2.964 5.148 1.187
O 2.963 2.369 -0.154
H 4.901 2.764 -0.304
H 3.852 3.944 -1.109
H 5.024 4.545 0.815
H 4.007 3.439 1.858
H 3.159 5.457 2.074
H 2.125 2.739 0.135
C 3.044 -3.584 -2.987
C 3.274 -3.026 -1.567
O 4.093 -3.939 -0.868
O 2.203 -4.678 -3.026
H 4.002 -3.899 -3.400
H 2.614 -2.790 -3.597
H 2.377 -2.876 -0.966
H 3.892 -2.129 -1.604
H 3.584 -4.748 -0.787
H 1.300 -4.357 -3.081
C 4.740 -0.451 1.306
C 5.428 -1.782 1.823
O 5.899 -2.445 0.680
O 3.466 -0.745 0.794
H 5.380 0.003 0.549
H 4.630 0.366 2.019
H 4.732 -2.302 2.482
H 6.269 -1.545 2.474
H 5.176 -2.666 0.088
H 3.068 0.107 0.602
C 1.081 4.693 -2.820
C 1.031 3.930 -4.199
O 2.333 3.696 -4.719
O 1.595 5.945 -3.118
H 1.767 4.226 -2.112
H 0.194 4.757 -2.191
H 0.490 4.503 -4.951
H 0.502 2.978 -4.150
H 2.164 3.194 -5.520
H 2.535 5.842 -3.286
C 1.102 3.369 5.255
C 1.457 2.569 3.973
O 0.263 1.852 3.608
O 0.258 4.496 5.110
H 2.075 3.737 5.580
H 0.780 2.654 6.013
H 2.260 1.839 4.077
H 1.748 3.239 3.164
H 0.129 1.163 4.263
H 0.364 4.859 4.228
C -0.779 -0.673 0.273
C -0.009 0.659 0.368
O -0.046 1.374 -0.911
O -0.100 -1.721 -0.465
H -1.811 -0.564 -0.060
H -0.934 -1.032 1.291
H 1.000 0.369 0.659
H -0.486 1.209 1.179
H 0.153 2.307 -0.805
H -0.184 -1.486 -1.392
C -3.641 2.398 -0.310
C -4.888 2.710 -1.140
O -4.866 4.063 -1.427
O -3.724 2.985 0.996
H -2.733 2.728 -0.815
H -3.722 1.324 -0.146
H -5.871 2.476 -0.732
H -4.822 2.107 -2.046
H -4.069 4.285 -1.914
H -4.183 3.829 0.987
C -1.025 5.093 2.143
C -0.622 4.876 0.629
O 0.456 4.024 0.540
O 0.008 5.860 2.714
H -1.221 4.152 2.656
H -1.931 5.698 2.168
H -0.456 5.850 0.169
H -1.446 4.428 0.073
H 1.225 4.444 0.932
H -0.426 6.646 3.053
C -0.580 -0.292 -4.300
C -2.005 0.091 -3.834
O -2.131 1.077 -2.895
O 0.127 -0.818 -3.206
H -0.090 0.563 -4.765
H -0.648 -1.099 -5.030
H -2.481 -0.688 -3.240
H -2.571 0.309 -4.740
H -1.494 0.991 -2.182
H 0.917 -0.320 -2.983
```

**LUMO**: -0.1 eV
**E_tot**: -3453.91991 Eh
**Total charge**: 0
**Max |F|**: 0.06065 Eh/bohr
**Energy relative to the best compared isomer or geometry (same formula, charge and spin)**: 305.6 kJ/mol
**Molar mass**: 931.0 g mol⁻¹
**2S+1**: 1